[1]
# C29H33FeN3O

A molecular structure, C29H33FeN3O (the ωB97M-V functional and the def2-TZVPD basis, OMol25).

Properties
* net charge: -1
* lowest unoccupied orbital energy (spin up / spin down): 2.74 / 2.73 eV
* gap between HOMO and LUMO (spin up / spin down): 3.10 / 6.75 eV
* spin multiplicity: 6
* expectation value of S²: 8.82

Geometry as XYZ:
```
67
Properties=species:S:1:pos:R:3:forces:R:3:lowdin_charge:R:1
Fe -0.0127 -0.2781 1.0291 -2.6 1.9 -1.5 0.44
N -2.3732 -1.1763 3.8013 -1.0 0.3 0.9 0.07
N -2.2400 0.3464 0.0341 0.9 0.0 0.2 -0.04
C 1.7441 -0.9218 0.2695 1.4 -1.5 0.6 -0.28
C 0.8045 -2.0221 0.3521 2.0 -1.0 0.8 -0.27
C 0.4166 -2.1639 1.7334 1.6 -1.2 0.2 -0.29
C -0.4050 -3.2624 2.3483 0.0 0.1 0.1 -0.05
H -0.8522 -3.8979 1.5762 0.0 0.1 0.1 0.07
H -1.2011 -2.8417 2.9800 0.2 -0.2 -0.2 0.05
H 0.2273 -3.8952 2.9913 0.0 0.0 -0.2 0.08
C 1.0579 -1.1294 2.4954 1.5 -1.1 0.2 -0.30
C 0.9340 -0.9440 3.9743 -0.1 -0.1 0.1 -0.03
H 1.5112 -1.7117 4.5145 -0.1 0.2 0.0 0.08
H -0.1173 -1.0306 4.2846 0.4 0.1 0.0 0.06
H 1.3124 0.0408 4.2716 -0.1 -0.2 0.0 0.07
C 1.8993 -0.3704 1.5945 1.6 -1.7 0.0 -0.32
C 2.8606 0.7008 1.9948 0.0 0.0 0.0 -0.04
H 2.4966 1.2347 2.8815 0.1 0.0 -0.2 0.07
H 2.9972 1.4221 1.1793 0.0 0.0 0.2 0.07
H 3.8476 0.2739 2.2391 -0.2 0.1 -0.1 0.08
C 0.4348 -2.9520 -0.7605 -0.1 0.1 0.0 -0.03
H 1.1228 -3.8124 -0.7927 -0.2 0.2 0.0 0.08
H 0.4878 -2.4435 -1.7307 0.0 -0.1 0.1 0.05
H -0.5834 -3.3420 -0.6283 0.2 0.1 -0.1 0.07
C 2.5834 -0.5508 -0.9103 -0.2 0.1 -0.1 -0.02
H 2.8532 0.5123 -0.8694 0.0 -0.2 -0.2 0.07
H 2.0450 -0.7303 -1.8488 0.2 0.1 0.1 0.07
H 3.5160 -1.1394 -0.9253 -0.2 0.1 0.0 0.08
C -3.0606 -0.8168 4.9004 0.0 0.7 -0.7 -0.16
H -2.9892 -1.4662 5.7663 0.1 -0.1 0.0 0.09
C -3.8415 0.3376 4.9730 0.0 -0.1 0.3 -0.12
H -4.3423 0.6109 5.8927 0.0 -0.1 0.1 0.08
C -3.9733 1.1394 3.8399 0.5 -0.2 -0.8 -0.09
H -4.5676 2.0428 3.7994 -0.2 0.0 0.3 0.09
C -3.3100 0.7578 2.6870 -0.1 -0.1 0.2 -0.05
H -3.3753 1.2292 1.7066 -0.1 0.3 0.5 0.10
C -2.5130 -0.3972 2.7057 0.4 -1.0 -1.1 -0.31
C -1.7829 -0.8316 1.4909 -3.6 -0.8 1.4 -0.12
H -2.1660 -1.7747 1.0585 0.3 0.3 0.3 0.09
C -0.9579 0.6110 -0.4039 -2.0 1.4 -1.8 -0.24
C -3.0154 0.0214 -1.0489 0.2 0.6 -0.3 -0.13
H -4.0107 -0.3624 -0.9331 -0.3 0.1 -0.1 0.09
C -2.3357 0.3555 -2.1667 0.8 0.0 -0.3 -0.08
H -2.6587 0.3912 -3.1842 0.0 0.0 -0.2 0.09
N -1.0303 0.7393 -1.7767 -0.9 -0.3 -1.1 -0.01
C 0.0267 1.1135 -2.6714 -1.0 -0.6 0.8 -0.12
C 0.2305 0.3814 -3.8511 0.5 0.6 0.3 -0.21
C 1.2903 0.7765 -4.6667 0.0 0.2 0.1 -0.02
H 1.4765 0.2299 -5.5903 0.0 0.0 0.1 0.11
C 2.1293 1.8364 -4.3227 -0.2 0.0 0.2 -0.28
C 3.2402 2.2625 -5.2409 0.2 0.1 -0.2 -0.07
H 4.0974 2.6412 -4.6707 -0.1 -0.1 -0.1 0.07
H 2.9150 3.0661 -5.9183 0.1 -0.2 0.1 0.08
H 3.5714 1.4217 -5.8619 0.0 0.2 0.1 0.07
C 1.9025 2.5197 -3.1244 -0.1 -0.2 -0.2 -0.02
H 2.5617 3.3413 -2.8439 -0.1 -0.1 0.0 0.11
C 0.8456 2.1785 -2.2848 0.2 -0.2 -0.5 -0.21
C 0.5950 2.9254 -1.0225 0.5 0.6 0.5 -0.04
H -0.4445 3.2574 -0.9177 0.2 -0.2 0.0 0.10
H 1.2387 3.8154 -1.0028 -0.1 -0.1 0.0 0.08
H 0.8462 2.3285 -0.1326 -0.2 0.2 -0.3 0.05
C -0.5757 -0.8201 -4.2091 0.0 -0.6 -0.6 -0.06
H -1.5824 -0.5672 -4.5616 0.2 -0.1 0.1 0.07
H -0.6631 -1.5374 -3.3839 -0.1 0.3 -0.1 0.07
H -0.0717 -1.3366 -5.0375 -0.1 0.0 0.1 0.08
O -0.8146 2.3033 2.1725 0.5 -1.5 -0.9 0.08
C -0.2520 1.3601 1.7565 -0.6 4.8 2.9 -0.14
```
Positions in Å, forces in eV/Å.



[2]
# C19H41BrN5OSbSi3W

A molecular structure, C19H41BrN5OSbSi3W (the ωB97M-V functional and the def2-TZVPD basis, OMol25).

Properties
* net charge: +4
* lowest unoccupied orbital energy (spin up / spin down): -13.14 / -13.14 eV
* gap between HOMO and LUMO (spin up / spin down): 6.04 / 6.04 eV

Geometry as XYZ:
```
72
Properties=species:S:1:pos:R:3:forces:R:3:lowdin_charge:R:1
W -0.8691 0.5041 -1.4925 -3.7 -1.9 -1.8 0.71
O -4.9755 -2.7969 -3.7409 -0.6 -0.1 -0.2 0.19
C -3.8161 -2.3796 -3.3407 1.1 1.0 0.5 -0.27
C -2.6013 -3.0922 -3.4230 0.1 0.1 0.1 0.06
C -1.4424 -2.5309 -2.9539 0.9 0.1 0.2 -0.08
N -1.3995 -1.2876 -2.4049 -2.1 1.1 0.1 -0.17
C -2.5721 -0.5504 -2.3043 2.0 -1.2 0.2 -0.29
Br -1.9620 2.6246 -1.5618 -0.4 0.4 -0.3 0.24
C -3.7608 -1.0804 -2.7596 -0.4 0.6 0.2 0.03
H -5.0121 -3.6640 -4.1820 0.2 0.1 0.1 0.17
H -2.5700 -4.0802 -3.8556 0.1 -0.1 -0.1 0.14
H -0.5001 -3.0671 -3.0042 -0.1 0.0 -0.1 0.13
H -4.6883 -0.5249 -2.7129 0.0 0.1 0.0 0.13
C 4.3160 0.7841 -5.0323 -0.3 -0.3 -0.3 -0.06
C 4.9838 0.3254 -3.7501 1.3 0.6 -0.2 -0.41
C 5.1277 -1.1742 -3.6133 -0.5 -0.4 0.4 -0.06
C 4.4226 1.0174 -2.4866 1.6 -0.4 -0.5 -0.07
N 2.9838 0.9296 -2.3684 -1.4 -0.8 0.2 -0.06
C 2.1391 1.9490 -2.3062 -3.0 -0.1 0.5 -0.02
N 0.8770 1.5096 -2.0925 3.7 -2.4 -0.7 -0.09
N 1.0344 0.0436 -2.0535 5.8 3.2 -1.0 -0.12
N 2.3564 -0.2347 -2.2213 -3.6 0.5 0.6 0.21
H 4.9934 0.6746 -5.8846 0.0 0.1 0.2 0.11
H 4.0101 1.8280 -4.9886 0.0 0.1 -0.1 0.08
H 3.4554 0.1596 -5.2818 -0.2 0.1 0.1 0.08
H 6.0235 0.7069 -3.8152 -0.5 0.1 0.3 0.16
H 4.1897 -1.6401 -3.2978 0.0 -0.1 -0.2 0.06
H 5.8646 -1.4370 -2.8539 0.1 0.0 -0.1 0.09
H 5.4205 -1.6259 -4.5583 0.1 0.0 0.0 0.10
H 4.6720 2.0819 -2.4879 -0.2 -0.1 0.0 0.15
H 4.8587 0.5452 -1.6009 -0.2 0.1 0.0 0.15
H 2.3962 2.9893 -2.3823 0.2 0.2 -0.1 0.17
C -4.2340 -1.3352 2.1623 0.5 0.6 0.2 -0.17
Si -3.6717 0.3267 2.8429 -0.3 0.1 0.8 0.80
C -3.0373 0.3152 4.6240 0.1 0.0 -1.2 -0.15
C -4.1428 2.0222 2.1644 0.2 -0.7 0.3 -0.17
Sb -0.9773 0.1674 0.8654 0.1 -0.4 1.9 0.68
Si 0.4112 2.9492 2.3132 0.0 0.1 -0.6 0.83
C 0.0994 2.3928 4.0770 0.1 0.5 -0.6 -0.16
C 2.0014 2.3969 1.4428 -0.6 0.0 0.4 -0.19
C -0.6611 4.2544 1.4834 0.6 -0.5 0.2 -0.18
Si 0.4269 -2.3533 2.3138 0.1 0.0 -0.7 0.77
C -0.5616 -3.5928 1.2924 0.3 0.6 0.4 -0.18
C 2.1393 -1.8302 1.7145 -0.7 0.0 0.4 -0.18
C -0.0936 -1.8013 4.0249 0.2 -0.6 -0.5 -0.18
H -5.3222 -1.3927 2.1732 -0.2 0.1 0.0 0.06
H -3.8636 -2.1569 2.7778 0.1 0.1 0.1 0.05
H -3.8999 -1.4962 1.1392 -0.1 0.1 -0.2 0.02
H -3.9180 0.3033 5.2638 -0.4 0.0 0.1 0.07
H -2.4689 1.2047 4.8835 0.0 0.1 0.0 0.03
H -2.4583 -0.5714 4.8673 -0.1 -0.1 0.0 0.02
H -5.2215 2.0664 2.0060 -0.2 -0.1 -0.1 0.06
H -3.6660 2.2614 1.2143 0.0 -0.1 -0.2 0.00
H -3.8996 2.8080 2.8826 0.1 -0.1 0.1 0.05
H -0.2518 1.3641 4.1117 0.0 -0.1 0.0 -0.01
H -0.6401 3.0414 4.5488 -0.1 0.0 0.0 0.06
H 1.0102 2.4549 4.6765 0.1 0.0 -0.1 0.07
H 2.4943 1.6115 2.0154 0.0 0.0 0.1 0.04
H 2.7008 3.2261 1.3516 0.1 0.2 0.1 0.06
H 1.7937 2.0130 0.4392 -0.1 0.2 0.2 -0.02
H -1.6974 3.9467 1.3520 -0.1 -0.2 0.1 0.01
H -0.2826 4.5604 0.5070 0.1 -0.2 0.0 0.04
H -0.6751 5.1495 2.1068 0.0 0.1 0.2 0.06
H -0.4262 -3.4398 0.2196 0.2 0.1 0.1 0.03
H -1.6269 -3.5318 1.5152 0.0 0.0 0.1 0.03
H -0.2424 -4.6098 1.5177 0.1 -0.2 0.1 0.06
H 2.1102 -1.3911 0.7171 -0.1 -0.1 -0.1 0.01
H 2.8135 -2.6842 1.6793 0.0 -0.2 0.0 0.06
H 2.5719 -1.1046 2.4030 0.0 0.0 0.1 0.04
H -0.8748 -2.4406 4.4302 -0.1 -0.1 0.0 0.06
H -0.4573 -0.7806 3.9691 0.0 0.1 0.0 -0.03
H 0.7435 -1.8325 4.7218 0.2 0.0 0.0 0.07
```
Positions in Å, forces in eV/Å.



[3]
# C2H6N2O2

A single C2H6N2O2 molecule (the ωB97M-V functional and the def2-TZVPD basis, OMol25).

Properties
* lowest unoccupied orbital energy: 0.66 eV
* gap between HOMO and LUMO: 10.52 eV
* SMILES: CN(C=O)NO

Geometry as XYZ:
```
12
Properties=species:S:1:pos:R:3:forces:R:3:lowdin_charge:R:1
C -1.1694 0.9573 0.4365 0.3 0.3 0.0 -0.06
N -0.0442 0.2352 -0.1351 -0.3 -6.9 2.5 -0.09
C 1.2025 0.6202 -0.2545 -0.9 5.5 -4.0 -0.45
O 2.2951 0.1466 -0.3746 -0.4 -0.7 0.9 0.05
N -0.0322 -1.3497 0.4630 -0.7 1.4 -0.7 0.00
O -0.1162 -2.2886 -0.6089 0.1 1.4 0.2 -0.08
H -1.4945 1.7152 -0.2777 -0.1 -0.1 0.1 0.08
H -1.9667 0.2362 0.6223 0.2 0.1 -0.2 0.09
H -0.8823 1.4377 1.3738 -0.2 0.0 0.0 0.09
H 0.8186 1.7579 -0.8186 2.1 -1.5 1.6 0.19
H 0.9017 -1.5208 0.8659 -0.2 0.7 -0.5 0.10
H 0.4874 -1.9475 -1.2920 0.0 -0.4 0.1 0.09
```
Positions in Å, forces in eV/Å.



[4]
# C7H12NO2

A gas-phase ion, C7H12NO2 (charge +1) (the ωB97M-V functional and the def2-TZVPD basis, OMol25).

Properties
* net charge: +1
* lowest unoccupied orbital energy: -3.30 eV
* gap between HOMO and LUMO: 9.35 eV
* SMILES: C[C@@]([NH3+])(CO)c1ccco1

Geometry as XYZ:
```
22
Properties=species:S:1:pos:R:3:forces:R:3:lowdin_charge:R:1
C -1.3626 -0.4901 1.4797 -1.7 0.9 0.6 -0.04
C -0.9178 -0.2930 0.0923 4.4 0.3 1.0 -0.37
N -1.3105 -1.4688 -0.7467 0.1 -0.9 0.4 0.25
C -1.3703 1.0002 -0.4653 -1.4 -1.2 -1.5 -0.21
O -0.8770 1.0415 -1.7646 0.3 -0.4 -0.7 -0.02
C 0.9294 -0.3062 0.1479 -3.3 0.9 -1.6 -0.14
C 1.7524 0.1855 1.0944 0.0 -0.8 1.9 -0.02
C 3.0259 0.5686 0.4605 -1.5 -0.4 1.2 -0.01
C 2.7720 0.3047 -0.8179 0.5 0.7 -2.4 -0.12
O 1.5429 -0.1985 -1.0786 -0.4 -0.1 0.5 0.00
H -1.1736 0.4236 2.0524 -0.1 -0.2 -0.1 0.12
H -0.7858 -1.2510 1.9049 0.5 -1.4 1.0 0.08
H -2.4680 -0.7018 1.5519 1.0 0.1 -0.1 0.13
H -1.9171 -2.1209 -0.1331 0.6 1.2 -1.9 0.21
H -0.4006 -1.9362 -0.8349 -0.3 -0.4 -0.5 0.16
H -1.6299 -1.1879 -1.7155 0.0 -0.5 1.3 0.20
H -2.4852 1.0046 -0.5635 0.4 0.1 0.8 0.16
H -1.0043 1.8073 0.1025 0.3 0.9 1.1 0.14
H -0.9560 1.9455 -2.0157 0.1 1.0 -1.0 0.10
H 1.4051 0.0282 2.1354 0.9 0.9 -0.5 0.13
H 3.9304 1.0388 0.8352 -0.4 -0.3 0.2 0.12
H 3.3008 0.6062 -1.7214 0.1 -0.5 0.3 0.14
```
Positions in Å, forces in eV/Å.